# 1
Here is a molecular structure, C43H39NO4S3Y at a distorted geometry from the OMol25 dataset. Energies are from wB97M-V/def2-TZVPD.

Electronic energy, a.u.: -3250.65514
Spin multiplicity: 2
Net charge: 0

CARTESIAN COORDINATES (ANGSTROEM)
Y 0.15 0.17 -0.48
O 0.58 -1.42 1.00
N 1.06 -2.60 0.63
C 1.39 -3.43 1.65
C 1.89 -4.68 1.41
C 2.05 -5.09 0.09
C 1.70 -4.23 -0.93
C 1.20 -2.94 -0.68
S 0.82 -1.87 -1.99
H 1.22 -3.01 2.63
H 2.15 -5.31 2.25
H 2.44 -6.07 -0.14
H 1.81 -4.52 -1.96
C -3.92 -7.11 -2.15
C -3.47 -5.86 -1.45
C -3.12 -5.88 -0.10
C -2.72 -4.72 0.55
C -2.68 -3.53 -0.15
C -3.00 -3.48 -1.50
C -3.39 -4.65 -2.14
S -2.15 -2.07 0.73
O -1.82 -1.10 -0.41
C -3.68 -1.55 1.45
C -4.97 -2.03 1.10
C -6.05 -1.57 1.78
C -5.90 -0.61 2.83
C -7.02 -0.11 3.53
C -6.87 0.84 4.50
C -5.58 1.33 4.81
C -4.48 0.87 4.16
C -4.61 -0.13 3.15
C -3.48 -0.61 2.42
C -2.12 -0.04 2.61
C -1.28 -0.43 3.71
C -1.62 -1.51 4.54
C -0.78 -1.90 5.59
C 0.41 -1.22 5.81
C 0.77 -0.16 4.98
C -0.05 0.25 3.93
C 0.33 1.34 3.06
C -0.43 1.67 1.97
C -1.63 0.98 1.72
S -2.56 1.38 0.27
O -1.45 1.81 -0.72
C -3.39 2.86 0.81
C -4.73 2.70 1.13
C -5.43 3.77 1.66
C -4.82 5.00 1.86
C -5.59 6.18 2.41
C -3.47 5.14 1.52
C -2.75 4.08 1.00
H -3.36 -7.98 -1.81
H -3.80 -7.03 -3.23
H -4.98 -7.31 -1.95
H -3.15 -6.82 0.44
H -2.44 -4.75 1.60
H -2.92 -2.54 -2.03
H -3.64 -4.62 -3.19
H -5.10 -2.77 0.31
H -7.04 -1.92 1.54
H -8.01 -0.48 3.28
H -7.73 1.22 5.03
H -5.47 2.09 5.58
H -3.49 1.25 4.38
H -2.54 -2.05 4.36
H -1.06 -2.73 6.22
H 1.06 -1.52 6.63
H 1.70 0.37 5.15
H 1.26 1.87 3.25
H -0.14 2.48 1.31
H -5.22 1.74 0.97
H -6.48 3.65 1.93
H -6.43 5.85 3.01
H -5.98 6.79 1.59
H -4.95 6.82 3.02
H -2.97 6.09 1.67
H -1.70 4.19 0.75
C 2.55 2.43 -1.97
C 2.90 1.86 -0.60
C 4.26 1.17 -0.66
C 2.93 2.98 0.44
O 1.92 0.92 -0.24
H 3.22 3.24 -2.25
H 1.53 2.82 -1.96
H 2.62 1.65 -2.73
H 5.05 1.87 -0.93
H 4.23 0.36 -1.39
H 4.50 0.74 0.32
H 3.81 3.62 0.31
H 2.96 2.54 1.44
H 2.04 3.61 0.35

=====

# 2
Here is a molecular structure, C43H40F15Ge3N3O5PReS2 at a distorted geometry from the OMol25 dataset. Energies are from wB97M-V/def2-TZVPD.

Electronic energy, a.u.: -11146.73953
Spin multiplicity: 4
Net charge: +3

CARTESIAN COORDINATES (ANGSTROEM)
Re 0.14 0.35 0.44
C -5.01 0.89 0.55
C -3.67 0.16 0.67
Ge -2.16 1.43 1.01
C -2.05 2.12 2.90
C -3.17 3.11 3.17
C -2.37 2.92 -0.22
C -1.50 3.34 -1.14
Ge 0.30 2.43 -1.23
C 1.67 3.44 -0.18
C 1.87 4.88 -0.64
C 0.92 1.67 -3.00
C 0.77 2.55 -4.24
C -1.74 4.49 -2.02
C -2.98 5.14 -2.10
C -3.15 6.24 -2.92
C -2.10 6.71 -3.70
C -0.86 6.08 -3.63
C -0.70 4.99 -2.80
H -5.80 0.14 0.48
H -5.05 1.52 -0.34
H -5.22 1.50 1.42
H -3.43 -0.37 -0.25
H -3.70 -0.56 1.49
H -1.07 2.59 3.02
H -2.11 1.25 3.56
H -3.11 3.98 2.52
H -3.10 3.45 4.20
H -4.16 2.65 3.05
H -3.32 3.45 -0.11
H 2.60 2.86 -0.30
H 1.38 3.40 0.87
H 2.25 4.93 -1.66
H 2.61 5.37 0.01
H 0.95 5.46 -0.58
H 0.36 0.74 -3.14
H 1.97 1.43 -2.83
H -0.27 2.85 -4.40
H 1.08 1.97 -5.11
H 1.40 3.43 -4.20
H -3.83 4.80 -1.52
H -4.11 6.74 -2.96
H -2.24 7.57 -4.34
H -0.04 6.45 -4.23
H 0.27 4.51 -2.74
N 3.78 -1.83 -2.20
C 4.26 -1.74 -0.78
P 3.82 0.02 -0.26
O 3.73 0.75 -1.56
O 2.59 0.00 0.61
C 5.34 0.62 0.60
N 5.27 2.10 0.73
H 3.76 -0.83 -2.53
H 2.82 -2.18 -2.22
H 4.36 -2.42 -2.80
H 5.33 -1.90 -0.75
H 3.77 -2.48 -0.16
H 6.17 0.37 -0.06
H 5.50 0.16 1.57
H 4.75 2.50 -0.04
H 6.20 2.52 0.74
H 4.83 2.37 1.68
O 2.48 2.69 6.01
S 2.86 1.96 4.87
O 4.18 2.22 4.30
N 1.79 2.15 3.60
C 1.45 1.00 3.14
O 0.59 0.88 2.15
C 1.98 -0.20 3.85
C 1.82 -1.54 3.54
C 2.41 -2.48 4.38
C 3.11 -2.08 5.52
C 3.29 -0.73 5.82
C 2.72 0.18 4.96
H 1.30 -1.83 2.64
H 2.32 -3.53 4.17
H 3.55 -2.83 6.16
H 3.83 -0.42 6.70
F -2.55 -2.13 -3.36
C -3.55 -2.49 -2.52
C -3.19 -2.88 -1.25
C -4.18 -3.22 -0.35
F -3.84 -3.54 0.91
C -5.52 -3.19 -0.71
F -6.46 -3.50 0.15
C -5.85 -2.82 -2.01
F -7.11 -2.80 -2.38
C -4.87 -2.46 -2.93
F -5.20 -2.08 -4.15
Ge -1.28 -3.02 -0.85
S -0.25 -0.99 -1.27
C -0.29 -4.15 -2.13
C -0.94 -5.12 -2.87
F -2.26 -5.25 -2.75
C -0.25 -5.99 -3.71
F -0.89 -6.90 -4.40
C 1.14 -5.88 -3.81
F 1.81 -6.70 -4.57
C 1.80 -4.90 -3.08
F 3.13 -4.75 -3.17
C 1.08 -4.07 -2.25
F 1.77 -3.13 -1.53
C -0.91 -3.65 0.99
C -0.58 -4.99 1.21
F -0.49 -5.81 0.17
C -0.34 -5.49 2.48
F -0.02 -6.75 2.66
C -0.43 -4.64 3.58
F -0.17 -5.09 4.79
C -0.75 -3.30 3.39
F -0.80 -2.46 4.41
C -0.99 -2.85 2.11
F -1.25 -1.52 1.95

=====

# 3
Here is a molecular structure, C43H41AlBrN6O2S2 at a distorted geometry from the OMol25 dataset. Energies are from wB97M-V/def2-TZVPD.

Electronic energy, a.u.: -5755.23656
Net charge: -1

CARTESIAN COORDINATES (ANGSTROEM)
Al -0.10 -0.30 -0.17
C -1.31 -2.34 3.96
C -1.93 -1.57 2.81
N -2.18 -2.09 1.68
N -1.82 -3.31 1.32
C -0.64 -3.50 0.87
S 0.67 -2.37 0.78
S -0.26 -5.14 0.31
C -1.73 -6.02 0.95
C -1.78 -6.24 2.43
C -2.91 -6.86 2.96
C -3.04 -7.09 4.31
C -2.04 -6.68 5.18
C -0.91 -6.06 4.67
C -0.78 -5.85 3.31
C -2.20 -0.14 2.92
C -2.55 0.49 4.12
C -2.74 1.85 4.19
C -2.59 2.62 3.04
C -2.22 2.03 1.85
C -2.00 0.65 1.76
O -1.57 0.14 0.63
H -0.39 -2.80 3.62
H -1.98 -3.14 4.27
H -1.10 -1.69 4.80
H -1.74 -6.98 0.42
H -2.59 -5.43 0.64
H -3.70 -7.17 2.29
H -3.92 -7.58 4.70
H -2.14 -6.84 6.24
H -0.12 -5.74 5.34
H 0.11 -5.36 2.92
H -2.68 -0.11 5.02
H -3.01 2.32 5.13
H -2.76 3.69 3.09
H -2.07 2.62 0.96
Br -3.18 7.25 1.92
C -1.53 6.97 1.02
C -1.28 7.64 -0.17
C -0.08 7.45 -0.82
C 0.88 6.57 -0.30
C 0.60 5.91 0.91
C -0.59 6.11 1.57
N 2.14 6.55 -0.88
N 2.89 5.56 -0.93
C 2.47 4.27 -0.69
C 3.30 3.49 0.11
C 2.88 2.27 0.61
C 1.66 1.72 0.24
O 1.18 0.61 0.71
C 0.87 2.44 -0.71
N -0.25 1.82 -1.09
C -1.08 2.45 -1.88
C -0.79 3.69 -2.44
C 0.40 4.31 -2.12
C 1.25 3.72 -1.17
H -2.02 8.32 -0.57
H 0.13 7.96 -1.74
H 1.34 5.25 1.34
H -0.79 5.60 2.49
H 4.23 3.92 0.45
H 3.50 1.73 1.32
H -2.02 1.95 -2.09
H -1.48 4.14 -3.15
H 0.68 5.24 -2.60
C 5.03 -0.46 -0.64
C 4.02 -0.64 -1.74
C 4.42 -0.69 -3.07
C 3.46 -0.83 -4.06
C 3.87 -0.97 -5.50
C 2.12 -0.85 -3.73
C 1.67 -0.80 -2.40
C 2.68 -0.74 -1.43
N 0.35 -0.81 -1.98
C -0.71 -1.30 -2.87
C -0.40 -2.72 -3.36
C -1.02 -0.35 -4.05
C -1.97 -1.37 -2.02
H 5.99 -0.91 -0.91
H 4.67 -0.90 0.29
H 5.19 0.61 -0.47
H 5.47 -0.65 -3.32
H 4.95 -0.85 -5.61
H 3.37 -0.23 -6.12
H 3.61 -1.97 -5.87
H 1.43 -0.93 -4.56
H 2.41 -0.83 -0.39
H 0.47 -2.75 -4.02
H -1.26 -3.12 -3.90
H -0.19 -3.35 -2.51
H -0.32 -0.44 -4.87
H -1.02 0.68 -3.71
H -2.01 -0.58 -4.45
H -1.85 -2.09 -1.21
H -2.84 -1.68 -2.61
H -2.17 -0.40 -1.57

=====

Listing ΔE to the lowest compared entry with this formula, charge and spin for the structures above in their given order: 0.0; 60.1; 34.3 kcal per mole.